Record 1
{
  "formula": "C6H17FeNO10S2",
  "method": "ωB97M-V with the def2-TZVPD basis set",
  "total_energy_ev": -84515.917,
  "multiplicity": 7,
  "species": ["Fe", "S", "O", "O", "O", "O", "S", "O", "O", "O", "O", "C", "C", "C", "O", "C", "N", "H", "H", "H", "H", "H", "H", "H", "H", "H", "H", "H", "C", "C", "O", "H", "H", "H", "H", "H", "H"],
  "positions_angstrom": [[-0.162, 0.400, -0.255], [2.246, 0.326, -1.524], [1.746, 0.091, -0.177], [0.856, 0.498, -1.894], [2.997, 1.527, -1.736], [2.912, -0.810, -2.200], [-2.791, 1.161, -0.401], [-3.856, 0.170, -0.471], [-1.718, 0.891, -1.322], [-3.249, 2.551, -0.471], [-1.830, 0.864, 0.659], [0.044, -3.278, 2.114], [0.158, -2.279, 0.919], [-0.977, -2.466, -0.074], [-0.784, -1.474, -1.022], [-1.427, -1.780, -2.307], [-0.037, -0.888, 1.429], [-0.135, -4.281, 1.726], [-0.688, -3.064, 2.892], [0.954, -3.344, 2.711], [1.045, -2.375, 0.293], [-1.937, -2.471, 0.443], [-0.961, -3.420, -0.602], [-0.892, -2.560, -2.849], [-1.350, -0.951, -3.010], [-2.458, -2.044, -2.071], [-0.849, -0.931, 2.028], [0.680, -0.814, 2.137], [2.121, 3.963, 0.367], [1.111, 2.961, 1.015], [0.244, 2.428, 0.029], [1.647, 4.580, -0.397], [2.953, 3.457, -0.121], [2.567, 4.653, 1.083], [0.500, 3.419, 1.793], [1.683, 2.159, 1.482], [-0.361, 3.132, -0.217]]
}

=====

Record 2
{
  "formula": "C5H6F2",
  "method": "ωB97M-V with the def2-TZVPD basis set",
  "de_lowest_kj_mol": 216.5,
  "smiles": "CC[C@@]1(F)C=C1F",
  "species": ["C", "C", "C", "C", "C", "F", "F", "H", "H", "H", "H", "H", "H"],
  "positions_angstrom": [[-1.395, 0.659, 0.624], [-0.736, -0.662, 0.183], [1.526, -0.154, -1.358], [1.551, 0.555, -0.225], [0.706, -0.632, -0.183], [2.060, 1.628, 0.425], [1.140, -1.829, 0.476], [-1.255, 1.554, -0.174], [-0.893, 1.051, 1.453], [-0.868, -1.214, 1.026], [-1.206, -1.129, -0.675], [-2.515, 0.539, 0.719], [1.883, -0.366, -2.291]]
}

=====

Record 3
{
  "formula": "C24H30Cl2F5N7OSe3SiY",
  "method": "ωB97M-V with the def2-TZVPD basis set",
  "de_lowest_kj_mol": 43.6,
  "charge": 1,
  "species": ["Y", "Se", "Se", "C", "C", "C", "C", "C", "N", "C", "C", "C", "C", "C", "N", "H", "H", "H", "H", "H", "H", "H", "H", "C", "N", "C", "C", "N", "N", "C", "N", "N", "H", "H", "H", "H", "H", "H", "H", "H", "H", "H", "H", "C", "Si", "C", "C", "O", "H", "H", "H", "H", "H", "H", "H", "H", "H", "Cl", "C", "Cl", "H", "H", "F", "C", "C", "F", "C", "F", "C", "Se", "C", "F", "C", "F"],
  "positions_angstrom": [[0.044, -0.341, -0.127], [1.842, -2.407, -1.935], [3.472, -2.541, -0.273], [2.219, -2.973, 1.139], [2.708, -3.791, 2.146], [1.831, -4.215, 3.129], [0.500, -3.839, 3.046], [0.115, -3.016, 2.005], [0.960, -2.558, 1.075], [2.209, -0.655, -2.646], [2.968, -0.525, -3.794], [3.148, 0.749, -4.316], [2.572, 1.826, -3.668], [1.822, 1.602, -2.524], [1.637, 0.378, -2.017], [3.738, -4.121, 2.134], [2.177, -4.859, 3.926], [-0.230, -4.180, 3.765], [-0.910, -2.690, 1.897], [3.398, -1.398, -4.262], [3.729, 0.892, -5.217], [2.685, 2.834, -4.041], [1.349, 2.407, -1.976], [3.617, 2.741, 3.344], [3.371, 1.911, 2.175], [4.334, 1.969, 1.086], [2.236, 1.194, 1.988], [2.086, 0.309, 1.060], [1.211, 1.506, 2.873], [-0.016, 0.883, 3.014], [-0.744, 1.353, 4.060], [-0.404, -0.056, 2.229], [3.187, 3.743, 3.242], [4.691, 2.843, 3.479], [3.236, 2.264, 4.246], [4.949, 2.857, 1.211], [3.814, 2.050, 0.130], [4.989, 1.094, 1.068], [2.967, 0.127, 0.588], [1.305, 2.384, 3.356], [-0.464, 2.184, 4.552], [-1.732, 1.160, 4.061], [-1.322, -0.400, 2.499], [-4.525, -1.200, -0.867], [-3.266, -1.858, 0.339], [-3.680, -1.153, 2.025], [-3.424, -3.713, 0.425], [-1.742, -1.430, -0.077], [-5.532, -1.309, -0.459], [-4.511, -1.729, -1.822], [-4.360, -0.141, -1.074], [-4.729, -1.333, 2.265], [-3.528, -0.069, 2.032], [-3.090, -1.601, 2.831], [-4.402, -3.996, 0.822], [-2.664, -4.171, 1.061], [-3.335, -4.171, -0.563], [-1.035, -4.152, -3.357], [-1.960, -2.669, -3.194], [-0.916, -1.235, -3.168], [-2.489, -2.681, -2.247], [-2.619, -2.560, -4.048], [-3.483, 4.298, -4.575], [-2.753, 3.933, -3.521], [-2.732, 2.612, -3.108], [-3.449, 1.692, -3.755], [-1.954, 2.271, -2.019], [-1.935, 0.962, -1.641], [-1.198, 3.176, -1.299], [-0.190, 2.586, 0.199], [-1.238, 4.490, -1.742], [-0.531, 5.442, -1.123], [-2.002, 4.872, -2.834], [-2.018, 6.144, -3.233]]
}